(one)
{"formula": "C3H7NO", "method": "ωB97M-V/def2-TZVPD", "orbital_gap_ha": 0.3829, "homo_energy_ev": -9.475, "smiles": "C=NOCC", "lumo_ha": 0.0347, "total_charge": 0, "symbols": ["C", "N", "O", "C", "C", "H", "H", "H", "H", "H", "H", "H"], "xyz": [[-1.49, 0.73, 0.24], [-1.27, -0.43, -0.43], [0.00, -0.90, -0.19], [0.89, -0.31, 0.63], [1.54, 0.68, -0.38], [-2.45, 1.19, 0.05], [-1.02, 1.11, 1.12], [0.66, -0.04, 1.75], [1.47, -1.32, 0.88], [1.58, 0.00, -1.28], [0.68, 1.23, -0.88], [2.27, 1.39, 0.00]], "lowdin_charge": [-0.022, 0.037, -0.246, -0.347, -0.068, 0.059, 0.049, 0.140, 0.154, 0.103, 0.075, 0.067]}

***

(two)
{"formula": "C3H7NO", "method": "ωB97M-V/def2-TZVPD", "orbital_gap_ha": 0.3323, "homo_energy_ev": -9.086, "smiles": "C=CN.C=O", "lumo_ha": -0.0016, "total_charge": 0, "symbols": ["C", "C", "N", "H", "H", "H", "H", "H", "C", "O", "H", "H"], "xyz": [[0.55, 0.51, -1.15], [0.00, 1.31, -0.20], [0.21, 1.24, 1.16], [1.52, 0.05, -0.97], [0.30, 0.41, -2.21], [-0.25, 2.22, -0.70], [-0.28, 0.46, 1.64], [1.23, 1.24, 1.24], [-0.24, -1.33, -0.42], [-0.67, -1.66, 0.69], [-1.10, -0.96, -1.03], [0.53, -1.89, -0.96]], "lowdin_charge": [-0.073, -0.280, 0.032, 0.088, 0.093, 0.102, 0.085, 0.097, -0.278, -0.056, 0.097, 0.095]}

***

(three)
{"formula": "C3H7NO", "method": "ωB97M-V/def2-TZVPD", "orbital_gap_ha": 0.3822, "homo_energy_ev": -9.321, "smiles": "C/N=C/OC", "lumo_ha": 0.0397, "total_charge": 0, "symbols": ["C", "N", "C", "O", "C", "H", "H", "H", "H", "H", "H", "H"], "xyz": [[1.55, 0.82, 0.78], [0.51, 0.13, 0.12], [0.20, -1.07, -0.04], [-0.99, -1.35, -0.63], [-1.71, -0.15, -0.93], [2.41, 0.26, 1.17], [1.91, 1.58, 0.07], [1.07, 1.35, 1.61], [0.76, -1.98, 0.23], [-1.85, 0.45, -0.03], [-1.15, 0.47, -1.64], [-2.67, -0.44, -1.35]], "lowdin_charge": [-0.133, -0.036, -0.250, -0.109, -0.098, 0.073, 0.076, 0.080, 0.142, 0.085, 0.086, 0.085]}

***

(four)
{"formula": "C3H7NO", "method": "ωB97M-V/def2-TZVPD", "orbital_gap_ha": 0.4041, "homo_energy_ev": -9.982, "smiles": "[H]/N=C(\\C)OC", "lumo_ha": 0.0372, "total_charge": 0, "symbols": ["H", "N", "C", "C", "O", "C", "H", "H", "H", "H", "H", "H"], "xyz": [[2.18, 0.45, 1.42], [1.36, -0.14, 1.28], [0.41, 0.40, 0.66], [0.10, 1.53, -0.25], [-0.80, -0.35, 0.50], [-0.66, -1.72, 0.20], [-0.65, 0.66, -0.68], [0.97, 2.10, -0.63], [-0.64, 2.22, 0.15], [-0.22, -1.87, -0.80], [-0.01, -2.15, 0.96], [-1.66, -2.17, 0.22]], "lowdin_charge": [0.065, 0.165, -0.474, -0.017, -0.210, -0.095, 0.147, 0.087, 0.073, 0.096, 0.073, 0.091]}

***

Bottom line: (three), by a margin of 28.0 kcal/mol.

***

(one)
{"formula": "C22H25N3O4S", "method": "ωB97M-V/def2-TZVPD", "orbital_gap_ha": 0.2881, "homo_energy_ev": -7.626, "smiles": "COc1ccc(CCn2c(=S)[nH]c3ccc(N4CCOCC4)cc3c2=O)cc1OC", "lumo_ha": 0.0079, "total_charge": 0, "symbols": ["C", "O", "C", "C", "C", "C", "C", "C", "N", "C", "S", "N", "C", "C", "C", "C", "N", "C", "C", "O", "C", "C", "C", "C", "C", "O", "C", "C", "O", "C", "H", "H", "H", "H", "H", "H", "H", "H", "H", "H", "H", "H", "H", "H", "H", "H", "H", "H", "H", "H", "H", "H", "H", "H", "H"], "xyz": [[-4.92, -3.41, -0.23], [-3.77, -2.98, 0.45], [-3.56, -1.65, 0.73], [-2.29, -1.37, 1.22], [-1.90, -0.09, 1.53], [-2.79, 0.96, 1.38], [-2.35, 2.39, 1.58], [-1.91, 2.99, 0.23], [-1.00, 2.08, -0.44], [-1.48, 1.26, -1.43], [-2.98, 1.38, -2.10], [-0.65, 0.30, -1.91], [0.64, 0.11, -1.47], [1.46, -0.90, -1.97], [2.75, -1.04, -1.52], [3.28, -0.19, -0.53], [4.60, -0.31, -0.15], [5.23, 0.71, 0.66], [6.75, 0.67, 0.40], [7.29, -0.60, 0.67], [6.67, -1.58, -0.13], [5.17, -1.62, 0.13], [2.45, 0.82, -0.04], [1.15, 0.97, -0.50], [0.30, 2.02, 0.06], [0.66, 2.80, 0.92], [-4.07, 0.69, 0.91], [-4.48, -0.59, 0.57], [-5.73, -0.87, 0.10], [-6.53, 0.20, -0.34], [-5.03, -2.92, -1.20], [-5.83, -3.24, 0.36], [-4.78, -4.48, -0.37], [-1.61, -2.20, 1.32], [-0.90, 0.10, 1.90], [-1.51, 2.42, 2.27], [-3.16, 3.00, 1.98], [-2.77, 3.14, -0.42], [-1.39, 3.93, 0.40], [-1.03, -0.30, -2.62], [1.07, -1.57, -2.73], [3.36, -1.81, -1.95], [4.86, 1.69, 0.37], [5.04, 0.55, 1.73], [7.26, 1.37, 1.06], [6.94, 0.94, -0.65], [7.14, -2.53, 0.14], [6.86, -1.37, -1.19], [4.71, -2.38, -0.50], [5.00, -1.88, 1.18], [2.78, 1.50, 0.73], [-4.75, 1.51, 0.79], [-7.39, -0.25, -0.83], [-5.99, 0.83, -1.06], [-6.88, 0.82, 0.49]], "lowdin_charge": [-0.078, -0.073, -0.197, 0.006, -0.046, -0.251, -0.108, -0.149, 0.000, -0.759, 0.710, 0.089, -0.185, -0.002, 0.001, -0.209, -0.107, -0.143, -0.191, -0.129, -0.193, -0.132, 0.060, -0.063, -0.368, 0.096, -0.015, -0.201, -0.116, -0.077, 0.097, 0.092, 0.092, 0.120, 0.117, 0.112, 0.121, 0.068, 0.128, 0.134, 0.116, 0.109, 0.125, 0.137, 0.127, 0.129, 0.127, 0.129, 0.112, 0.136, 0.114, 0.114, 0.096, 0.083, 0.095]}

***

(two)
{"formula": "C22H25N3O4S", "method": "ωB97M-V/def2-TZVPD", "orbital_gap_ha": 0.2942, "homo_energy_ev": -7.863, "smiles": "CCCCNC(=S)N(Cc1ccco1)Cc1cc2cc3c(cc2[nH]c1=O)OCCO3", "lumo_ha": 0.0053, "total_charge": 0, "symbols": ["C", "C", "C", "C", "N", "C", "S", "N", "C", "C", "C", "C", "C", "O", "C", "C", "C", "C", "C", "C", "C", "C", "C", "N", "C", "O", "O", "C", "C", "O", "H", "H", "H", "H", "H", "H", "H", "H", "H", "H", "H", "H", "H", "H", "H", "H", "H", "H", "H", "H", "H", "H", "H", "H", "H"], "xyz": [[1.29, -7.07, 2.82], [1.69, -5.87, 1.98], [0.95, -5.85, 0.65], [1.39, -4.71, -0.27], [1.12, -3.40, 0.28], [-0.12, -2.83, 0.20], [-1.33, -3.54, -0.68], [-0.31, -1.65, 0.83], [-1.65, -1.11, 0.99], [-2.02, -0.10, -0.05], [-2.03, -0.17, -1.42], [-2.45, 1.11, -1.87], [-2.66, 1.85, -0.75], [-2.40, 1.13, 0.36], [0.76, -0.85, 1.41], [0.58, 0.61, 1.09], [0.78, 1.10, -0.15], [0.51, 2.47, -0.46], [0.65, 2.99, -1.75], [0.33, 4.31, -2.01], [-0.10, 5.15, -0.96], [-0.26, 4.63, 0.31], [0.04, 3.30, 0.57], [-0.12, 2.77, 1.82], [0.10, 1.46, 2.18], [-0.10, 1.09, 3.32], [-0.38, 6.47, -1.16], [0.08, 6.97, -2.40], [-0.23, 5.98, -3.52], [0.44, 4.77, -3.30], [0.22, -7.07, 3.02], [1.54, -8.00, 2.30], [1.82, -7.06, 3.78], [1.46, -4.96, 2.54], [2.77, -5.88, 1.80], [-0.12, -5.77, 0.82], [1.13, -6.79, 0.12], [2.47, -4.76, -0.46], [0.86, -4.78, -1.22], [1.69, -3.15, 1.08], [-2.35, -1.96, 0.93], [-1.73, -0.65, 1.97], [-1.79, -1.02, -2.01], [-2.58, 1.42, -2.88], [-2.99, 2.86, -0.61], [0.76, -0.96, 2.51], [1.72, -1.18, 1.00], [1.13, 0.46, -0.94], [0.99, 2.37, -2.56], [-0.61, 5.29, 1.09], [-0.47, 3.37, 2.56], [-0.42, 7.93, -2.55], [1.17, 7.13, -2.35], [0.11, 6.36, -4.48], [-1.32, 5.81, -3.56]], "lowdin_charge": [-0.116, -0.278, -0.214, -0.247, -0.010, -0.777, 0.710, -0.095, -0.107, -0.264, -0.030, -0.057, -0.129, 0.041, -0.087, -0.122, 0.054, -0.154, 0.068, -0.194, -0.191, 0.073, -0.188, 0.181, -0.435, 0.053, -0.016, -0.142, -0.148, -0.026, 0.074, 0.071, 0.067, 0.100, 0.108, 0.092, 0.116, 0.119, 0.075, 0.119, 0.086, 0.138, 0.078, 0.102, 0.122, 0.134, 0.124, 0.142, 0.136, 0.130, 0.168, 0.134, 0.140, 0.134, 0.140]}

***

Bottom line: (two), by a margin of 2.7 kcal/mol.

***

(one)
{"formula": "C7H11N", "method": "ωB97M-V/def2-TZVPD", "orbital_gap_ha": 0.3307, "homo_energy_ev": -8.782, "smiles": "C=C=CCCC.C#N", "lumo_ha": 0.0080, "total_charge": 0, "symbols": ["C", "C", "C", "C", "C", "C", "H", "H", "H", "H", "H", "H", "H", "H", "H", "H", "C", "N", "H"], "xyz": [[-1.83, -1.96, -1.37], [-0.90, -1.25, -0.78], [-0.39, -0.84, 0.40], [-0.77, 0.44, 1.08], [0.38, 1.35, 0.65], [1.62, 1.26, 1.53], [-2.50, -2.60, -0.83], [-1.92, -1.97, -2.45], [0.47, -1.35, 0.80], [-1.73, 0.80, 0.70], [-0.81, 0.32, 2.16], [0.02, 2.38, 0.59], [0.68, 1.15, -0.45], [1.37, 1.48, 2.57], [2.38, 1.97, 1.20], [2.05, 0.27, 1.49], [0.48, -0.54, -2.27], [0.99, 0.52, -2.17], [0.41, -1.45, -2.85]], "lowdin_charge": [0.000, -0.200, -0.092, -0.186, -0.281, -0.109, 0.061, 0.049, 0.121, 0.116, 0.113, 0.107, 0.059, 0.071, 0.072, 0.064, -0.133, 0.082, 0.086]}

***

(two)
{"formula": "C7H11N", "method": "ωB97M-V/def2-TZVPD", "orbital_gap_ha": 0.3557, "homo_energy_ev": -8.759, "smiles": "c1ccccc1.CN", "lumo_ha": 0.0338, "total_charge": 0, "symbols": ["C", "C", "C", "C", "C", "C", "H", "H", "H", "H", "H", "H", "C", "N", "H", "H", "H", "H", "H"], "xyz": [[0.50, -0.93, -0.29], [0.25, 0.46, -0.28], [1.31, 1.34, -0.19], [2.63, 0.92, 0.04], [2.88, -0.42, 0.17], [1.83, -1.35, 0.01], [-0.32, -1.62, -0.40], [-0.75, 0.77, -0.53], [1.09, 2.40, -0.09], [3.41, 1.76, 0.13], [3.89, -0.73, 0.45], [1.96, -2.44, 0.26], [-3.03, 0.34, 0.25], [-1.90, -0.45, -0.13], [-3.14, 0.87, -0.72], [-3.96, -0.19, 0.60], [-2.90, 1.23, 0.99], [-1.47, -0.89, 0.61], [-2.28, -1.06, -0.87]], "lowdin_charge": [-0.083, -0.111, -0.101, -0.119, -0.125, -0.077, 0.079, 0.070, 0.098, 0.128, 0.100, 0.109, -0.191, -0.186, 0.081, 0.075, 0.101, 0.033, 0.119]}

***

Bottom line: (two), by a margin of 31.8 kcal/mol.

***

(one)
{"formula": "C2H5NO2", "method": "ωB97M-V/def2-TZVPD", "orbital_gap_ha": 0.3812, "homo_energy_ev": -9.698, "smiles": "NCC(=O)O", "lumo_ha": 0.0248, "total_charge": 0, "symbols": ["N", "C", "C", "O", "O", "H", "H", "H", "H", "H"], "xyz": [[-0.94, -0.73, 0.98], [-0.61, 0.44, 0.16], [0.82, 0.51, -0.26], [1.54, 1.45, -0.07], [1.23, -0.58, -0.95], [-1.80, -1.16, 0.67], [-0.19, -1.40, 0.96], [-1.23, 0.44, -0.74], [-0.87, 1.38, 0.65], [2.06, -0.34, -1.39]], "lowdin_charge": [0.016, -0.187, -0.531, 0.113, 0.093, 0.064, 0.064, 0.123, 0.116, 0.129]}

***

(two)
{"formula": "C2H5NO2", "method": "ωB97M-V/def2-TZVPD", "orbital_gap_ha": 0.3836, "homo_energy_ev": -9.752, "smiles": "NC(=O)CO", "lumo_ha": 0.0252, "total_charge": 0, "symbols": ["N", "C", "O", "C", "O", "H", "H", "H", "H", "H"], "xyz": [[-1.33, 0.58, -0.10], [-0.17, 0.29, -0.77], [0.06, 0.66, -1.91], [0.84, -0.54, 0.01], [0.60, -0.64, 1.40], [-2.06, 1.05, -0.61], [-1.55, 0.11, 0.77], [0.82, -1.56, -0.40], [1.83, -0.12, -0.23], [0.95, 0.16, 1.81]], "lowdin_charge": [0.161, -0.535, 0.042, -0.176, -0.065, 0.112, 0.101, 0.133, 0.130, 0.097]}

***

(three)
{"formula": "C2H5NO2", "method": "ωB97M-V/def2-TZVPD", "orbital_gap_ha": 0.3700, "homo_energy_ev": -9.339, "smiles": "C=[N+]([O-])OC", "lumo_ha": 0.0268, "total_charge": 0, "symbols": ["C", "N", "O", "O", "C", "H", "H", "H", "H", "H"], "xyz": [[0.41, 0.03, -1.39], [-0.50, -0.72, -0.87], [-0.92, -1.78, -1.37], [-0.85, -0.41, 0.52], [-0.11, 0.35, 1.47], [0.89, -0.23, -2.43], [0.65, 1.10, -1.07], [-0.55, 0.09, 2.51], [-0.12, 1.44, 1.23], [1.09, 0.14, 1.42]], "lowdin_charge": [0.034, -0.329, 0.003, -0.130, -0.121, 0.127, 0.098, 0.119, 0.071, 0.128]}

***

Bottom line: (two), by a margin of 4.1 kcal/mol.

***

(one)
{"formula": "C2H5NO2", "method": "ωB97M-V/def2-TZVPD", "orbital_gap_ha": 0.3576, "homo_energy_ev": -9.140, "lumo_ha": 0.0217, "total_charge": 0, "symbols": ["C", "C", "H", "H", "H", "H", "H", "N", "O", "O"], "xyz": [[-1.19, -0.36, 0.03], [1.29, -0.41, -0.12], [-2.29, 0.56, -0.50], [-1.55, -0.48, 1.25], [-1.00, -1.48, -0.51], [1.02, 1.87, 0.14], [1.21, -1.52, -0.16], [0.11, 0.17, -0.11], [0.05, 1.51, -0.07], [2.35, 0.15, 0.06]], "lowdin_charge": [-0.104, -0.365, 0.212, 0.123, 0.129, 0.176, 0.141, -0.308, -0.029, 0.027]}

***

(two)
{"formula": "C2H5NO2", "method": "ωB97M-V/def2-TZVPD", "orbital_gap_ha": 0.3826, "homo_energy_ev": -9.449, "smiles": "CO[C@@H]1NO1", "lumo_ha": 0.0354, "total_charge": 0, "symbols": ["C", "O", "C", "N", "O", "H", "H", "H", "H", "H"], "xyz": [[-0.49, -1.48, -0.20], [-0.50, -0.07, -0.44], [0.34, 0.73, 0.33], [0.32, 2.18, 0.30], [1.39, 1.42, -0.20], [-1.43, -1.93, -0.44], [-0.07, -1.85, 0.78], [0.06, -2.00, -1.08], [0.59, 0.37, 1.41], [-0.21, 2.63, -0.47]], "lowdin_charge": [-0.088, -0.090, -0.424, 0.057, -0.026, 0.062, 0.105, 0.109, 0.182, 0.115]}

***

Bottom line: (two), by a margin of 16.5 kcal/mol.